a.
ORCA calculation (ωB97M-V/def2-TZVPD) on a single C5H12N2O2 molecule.

Computed properties:
E_LUMO = 0.9 eV
E_HOMO = -9.3709 eV
SMILES = C[C@@H](N)C[C@@H](O)C(N)=O
Frontier orbital gap = 10.30 eV

Geometry as ORCA input:
```
! wB97M-V def2-TZVPD RIJCOSX def2/J DEFGRID3
* xyz 0 1
H 0.92684 1.31913 1.18448
H -1.08154 -1.72747 0.69877
C 0.00642 -0.13928 -1.29363
C 1.46572 0.21031 -0.97160
H -1.50778 1.16961 1.56070
H -1.96178 0.57949 -0.82341
N 2.27163 -0.85041 -0.73481
C -0.94960 0.71974 -0.45688
H -0.17984 -1.20263 -1.12694
H -0.65999 1.76568 -0.60646
C -1.47674 -0.96696 1.36912
H 3.22751 -0.64683 -0.48029
O -0.20911 0.06338 -2.67317
H -1.22291 -1.25195 2.38800
N 0.50316 0.44854 1.48401
H 1.87213 -1.69817 -0.41446
H -2.56398 -0.95966 1.27373
O 1.88235 1.34924 -1.03294
H 0.01205 0.98364 -2.88287
H 0.53307 0.42758 2.49638
C -0.88759 0.40692 1.04226
*
```

b.
ORCA calculation (ωB97M-V/def2-TZVPD) on 2 unconnected molecules or ions with the total composition C5H12N2O2.

Computed properties:
E_LUMO (spin up / spin down) = -0.3 / -0.3 eV
E_HOMO (spin up / spin down) = -8.1645 / -8.1649 eV
SMILES = C=C(O)N(C)N.CC=O
Frontier orbital gap (spin up / spin down) = 7.83 / 7.83 eV

Geometry as ORCA input:
```
! wB97M-V def2-TZVPD RIJCOSX def2/J DEFGRID3
* xyz 0 1
N 0.53051 0.39759 2.10182
C 0.10284 -2.38814 -1.27548
O 0.49768 -1.95427 1.03968
H 1.15153 -2.21379 -1.51212
N -0.36152 0.87295 1.21716
H -1.03733 2.68944 0.44678
H -1.33652 -1.64670 0.23038
O 1.35635 0.38963 -0.59573
H 0.53017 -0.64733 2.06975
H 1.48004 0.76729 1.98626
H -0.58674 2.69902 2.16824
H -0.53667 -2.01529 -2.07351
C -0.25243 -1.75821 0.05494
H 1.56133 0.72127 -1.47852
C 0.00308 0.31472 -0.41852
H -0.59388 0.91845 -2.37022
H -0.05110 -3.46490 -1.18277
C -0.88521 0.65787 -1.36047
H 0.68268 2.70677 0.91268
H -1.93956 0.62057 -1.13657
C -0.31526 2.33307 1.17620
*
```

The structure with the greatest stability is a.

a.
ORCA calculation (ωB97M-V/def2-TZVPD) on 2 unconnected molecules or ions with the total composition C5H12N2O2.

Computed properties:
E_LUMO = 0.2 eV
E_HOMO = -8.8270 eV
Frontier orbital gap = 9.04 eV

Geometry as ORCA input:
```
! wB97M-V def2-TZVPD RIJCOSX def2/J DEFGRID3
* xyz 0 1
H -1.54406 -0.04211 2.18466
O -0.20069 0.12387 -0.65201
H 2.77580 1.18370 0.63004
H 0.53134 2.10457 1.14460
C -0.28132 -0.60907 0.74098
H -2.09679 -1.34092 1.29261
H 1.08520 -2.13332 -0.02941
H -1.63206 -0.78612 -1.83236
N -0.79398 -2.96999 0.39528
O 0.68876 -0.01312 1.38103
C -1.36157 0.21076 -1.47001
H 2.62051 2.58391 -0.46980
C 2.21074 1.59965 -0.19833
H -2.20418 0.63309 -0.92018
N -1.60109 -0.45635 1.26555
H -1.10944 0.83438 -2.33042
H -0.40552 -3.86275 0.09225
C 0.05266 -2.03331 0.31689
H 0.16567 2.23324 -0.61852
H 2.31512 0.95389 -1.07020
C 0.78491 1.78600 0.14735
*
```

b.
ORCA calculation (ωB97M-V/def2-TZVPD) on a single C5H12N2O2 molecule.

Computed properties:
E_LUMO = 0.7 eV
E_HOMO = -9.3427 eV
SMILES = NC[C@H]1NC1(CO)CO
Frontier orbital gap = 10.04 eV

Geometry as ORCA input:
```
! wB97M-V def2-TZVPD RIJCOSX def2/J DEFGRID3
* xyz 0 1
C -2.30549 0.41977 -0.17585
H 2.58229 -1.22308 1.11424
C -0.16208 1.69794 0.11362
O -3.02974 -0.76747 -0.16049
H -2.58050 0.85256 -1.18222
H -2.80437 -1.12145 0.71902
H 3.29495 -0.49083 -0.09482
H 1.71879 1.11465 0.19838
H 1.78007 -0.58903 -1.63859
N 2.38284 -0.55795 0.35629
C 0.01224 -0.94907 -0.34230
O 1.21196 1.81432 -0.23082
H 0.33289 -0.43947 1.56879
H -0.57839 -1.63616 -0.99892
N -0.44636 -0.80079 1.04318
H 1.60495 -2.15064 -0.82138
H -0.33988 2.05150 1.09589
C 1.46075 -1.08228 -0.66967
H -2.62648 1.23125 0.57621
H -0.73403 2.36317 -0.49141
C -0.77439 0.26307 0.02086
*
```

The structure with the greatest stability is b.

a.
ORCA calculation (ωB97M-V/def2-TZVPD) on 2 unconnected molecules or ions with the total composition C5H12N2O2.

Computed properties:
E_LUMO (spin up / spin down) = -0.2 / -1.3 eV
E_HOMO (spin up / spin down) = -9.3590 / -9.1949 eV
Frontier orbital gap (spin up / spin down) = 9.13 / 7.89 eV

Geometry as ORCA input:
```
! wB97M-V def2-TZVPD RIJCOSX def2/J DEFGRID3
* xyz 0 1
H 1.93127 -0.23376 0.32563
H -1.77405 -1.56764 1.21061
N 0.73949 -1.60985 2.09066
H 2.15396 1.10380 -0.69802
C 1.52191 0.72564 0.07829
N -0.54512 0.20318 0.83896
H 1.59957 1.45080 0.80845
H -0.72993 -0.85086 -2.07934
H -2.00631 -0.85720 -0.26414
O 1.80693 -1.37970 2.57324
H -0.46628 2.56134 -0.14819
C 0.08123 0.47980 -0.42819
C -1.79351 -0.51301 0.78575
H 0.35406 -1.57662 -0.85513
H 0.96844 -0.57590 -2.14801
H 0.28139 2.39246 -1.68571
O 0.16222 -2.62031 1.87830
H -1.39110 1.66258 -1.21035
C -0.37222 1.84826 -0.95602
C 0.06736 -0.75324 -1.40143
H -2.58931 0.11021 1.28463
*
```

b.
ORCA calculation (ωB97M-V/def2-TZVPD) on a single C5H12N2O2 molecule.

Computed properties:
E_LUMO = 0.8 eV
E_HOMO = -9.4721 eV
SMILES = CCCC(N)(N)C(=O)O
Frontier orbital gap = 10.32 eV

Geometry as ORCA input:
```
! wB97M-V def2-TZVPD RIJCOSX def2/J DEFGRID3
* xyz 0 1
H 0.56609 -2.74470 -1.10798
H 1.64124 -2.13370 -0.06430
O -1.74595 0.14067 -1.77519
H 1.11228 0.25392 -2.46072
C -0.12936 1.74482 2.16772
N 0.65560 -2.09462 -0.32842
C -0.55240 1.27930 0.78441
H -0.85464 2.46223 2.56522
H 0.23724 -1.03684 -2.82193
C 0.72438 0.34041 0.12109
C 0.40679 -0.75869 -0.84562
H -1.57640 0.91563 0.88405
H -0.10222 0.88868 2.84985
H -0.61750 2.12756 0.09674
C -1.22063 -0.50556 -0.88062
H -1.11180 -2.02955 0.23585
H 1.22952 -0.04095 1.01269
N 0.95476 -0.71123 -2.16974
O -1.82908 -1.42601 -0.08541
H 0.85297 2.22527 2.15998
H 1.35911 1.10337 -0.33768
*
```

c.
ORCA calculation (ωB97M-V/def2-TZVPD) on 2 unconnected molecules or ions with the total composition C5H12N2O2.

Computed properties:
E_LUMO = 1.0 eV
E_HOMO = -9.3623 eV
SMILES = C=NC(N)=O.CCOC
Frontier orbital gap = 10.35 eV

Geometry as ORCA input:
```
! wB97M-V def2-TZVPD RIJCOSX def2/J DEFGRID3
* xyz 0 1
N 0.48134 1.18366 1.39901
H -0.53161 -0.57969 -2.31891
C -0.18978 -2.20918 -0.01517
H 2.58052 2.60972 -0.56031
O 2.36402 0.26706 0.34540
H 0.95254 -0.72533 2.09088
C 0.21836 0.07569 2.01034
H 1.16151 3.17562 0.29131
H -2.48537 -1.01983 -0.86125
O -0.90856 -1.10459 0.49852
H -1.54531 0.87356 -2.29529
C -0.91415 0.22127 -1.69344
H -0.59698 0.09947 2.72347
C 1.63401 1.20997 0.58922
N 1.76320 2.42614 -0.00346
H -0.07150 0.81388 -1.32239
H 0.68957 -1.88250 -0.57553
H -0.83420 -2.82041 -0.65441
H 0.12403 -2.81646 0.83193
C -1.72077 -0.30453 -0.52384
H -2.17086 0.50651 0.04394
*
```

d.
ORCA calculation (ωB97M-V/def2-TZVPD) on 2 unconnected molecules or ions with the total composition C5H12N2O2.

Computed properties:
E_LUMO = 0.7 eV
E_HOMO = -7.4498 eV
Frontier orbital gap = 8.11 eV

Geometry as ORCA input:
```
! wB97M-V def2-TZVPD RIJCOSX def2/J DEFGRID3
* xyz 0 1
H 0.07495 -2.61560 -0.65928
C -1.15121 1.80205 -0.60043
N 2.14025 0.23154 0.61104
H -0.49479 -1.92150 -2.18246
C 0.07988 -1.71933 -1.27416
H -2.17248 1.56208 -0.31115
H 1.97760 1.14247 0.20357
C -0.57565 -0.58299 -0.52618
H 1.02022 -1.49207 1.13418
C 0.12823 0.22675 1.99537
O -0.97281 -0.27628 2.39037
H -1.52090 -0.69854 1.21295
H 0.36188 1.26930 2.26964
H 2.70210 -0.33405 -0.00627
C 0.97368 -0.41343 1.08892
H -1.16761 2.60356 -1.33772
H -0.61975 2.14785 0.29720
H 0.31008 0.78840 -1.71243
O -1.66616 -0.86604 0.15294
H 1.10569 -1.48075 -1.56335
N -0.53322 0.62659 -1.18276
*
```

The structure with the greatest stability is b.

a.
ORCA calculation (ωB97M-V/def2-TZVPD) on a molecular structure, C4H3NO3.

Computed properties:
E_LUMO = 0.2 eV
E_HOMO = -10.4550 eV
Frontier orbital gap = 10.65 eV

Geometry as ORCA input:
```
! wB97M-V def2-TZVPD RIJCOSX def2/J DEFGRID3
* xyz 0 1
O -1.44817 1.87447 0.23292
C 0.78851 -0.28342 0.04077
H 2.36281 -1.16539 -0.96483
O 0.08811 0.50936 -0.92022
C -1.76412 -0.86925 0.05972
C -0.73113 0.79001 0.12494
H -1.27142 2.49654 -0.49214
C 1.95604 -0.87610 -0.01174
H 2.42476 -1.20346 0.89982
O 0.14479 0.43058 1.09331
N -2.55017 -1.70333 -0.06254
*
```

b.
ORCA calculation (ωB97M-V/def2-TZVPD) on a single C4H3NO3 molecule.

Computed properties:
E_LUMO = -1.3 eV
E_HOMO = -10.9873 eV
SMILES = N#CCC(=O)C(=O)O
Frontier orbital gap = 9.68 eV

Geometry as ORCA input:
```
! wB97M-V def2-TZVPD RIJCOSX def2/J DEFGRID3
* xyz 0 1
O 1.63309 0.89485 -0.49942
C 1.58498 -0.49986 -0.04001
O -0.33067 -1.78099 -0.80213
C -0.91035 0.48658 -0.04540
C -2.33288 0.11276 0.03715
N -3.29329 -0.72104 0.35931
H -0.80319 1.43814 -0.60823
H -0.62732 0.93045 1.05147
H 2.51498 0.99900 0.18491
C -0.05855 -0.68170 -0.25787
O 2.62320 -1.17819 0.62023
*
```

c.
ORCA calculation (ωB97M-V/def2-TZVPD) on a single C4H3NO3 molecule.

Computed properties:
E_LUMO = -0.5 eV
E_HOMO = -9.2125 eV
SMILES = O=Cc1ncc(O)o1
Frontier orbital gap = 8.76 eV

Geometry as ORCA input:
```
! wB97M-V def2-TZVPD RIJCOSX def2/J DEFGRID3
* xyz 0 1
O 2.57856 -0.14784 -0.55595
N -0.88874 -0.60448 -0.77231
C 0.27896 -0.41487 -1.35750
H 0.65396 -0.83409 -2.22276
H -2.89861 0.16019 0.48580
C -1.92923 0.22931 1.32512
O -1.79035 0.54345 2.47077
O 0.61658 0.34432 0.63119
C -0.83398 0.09425 0.30015
H 3.01779 0.55920 0.19336
C 1.19505 0.07056 -0.49786
*
```

The structure with the greatest stability is c.

a.
ORCA calculation (ωB97M-V/def2-TZVPD) on 2 unconnected molecules or ions with the total composition C5H12O2.

Computed properties:
E_LUMO = 0.8 eV
E_HOMO = -9.5844 eV
SMILES = C1CCOCC1.O
Frontier orbital gap = 10.34 eV

Geometry as ORCA input:
```
! wB97M-V def2-TZVPD RIJCOSX def2/J DEFGRID3
* xyz 0 1
C 1.13060 -1.32782 -0.53057
H -0.36271 -1.46480 -2.06526
O 0.06439 3.15754 -0.17198
H -0.52931 0.73689 -0.92143
C -0.31674 -1.40429 -0.96088
H 0.14564 3.87321 -0.84241
C 0.73329 -0.12588 1.40650
H 1.49436 -0.40512 -1.02226
H 0.86567 -0.19598 2.50332
H -1.08916 0.89264 1.48339
H 1.35237 0.71806 1.04602
H -1.29281 -0.88299 1.52489
H -0.58016 2.52445 -0.56184
H -0.83562 -2.29313 -0.55322
H -2.08776 -0.13836 -0.88637
O 1.33219 -1.29663 0.89604
C -0.75318 -0.05662 1.02353
C -1.04830 -0.14814 -0.50572
H 1.77725 -2.16304 -0.86176
*
```

b.
ORCA calculation (ωB97M-V/def2-TZVPD) on a single C5H12O2 molecule.

Computed properties:
E_LUMO = 1.0 eV
E_HOMO = -9.9611 eV
SMILES = CC[C@@H](O)CCO
Frontier orbital gap = 10.95 eV

Geometry as ORCA input:
```
! wB97M-V def2-TZVPD RIJCOSX def2/J DEFGRID3
* xyz 0 1
H -0.42402 1.07637 1.25836
O -2.66491 0.92533 0.66293
H 1.84065 -0.31586 -1.42518
C 1.60552 0.08115 -0.42774
C 0.14648 -0.21605 -0.08434
H 2.32132 -1.65999 0.63876
H 3.55161 -0.38890 0.49004
H -3.10448 0.04859 -1.11968
H 0.03817 -1.31028 -0.10290
O -0.12623 0.15576 1.27284
H -0.85200 1.43833 -1.10836
H 2.18791 -0.20397 1.62091
H 1.78047 1.16575 -0.46753
H -0.87074 -0.08905 -1.99603
H -2.25938 -1.00570 0.02338
C -0.94356 0.34837 -0.99153
C 2.48465 -0.57480 0.63664
H -2.40503 0.50603 1.49213
C -2.30644 0.01893 -0.37268
*
```

c.
ORCA calculation (ωB97M-V/def2-TZVPD) on 3 unconnected molecules or ions with the total composition C5H12O2.

Computed properties:
E_LUMO = 0.7 eV
E_HOMO = -9.5835 eV
Frontier orbital gap = 10.33 eV

Geometry as ORCA input:
```
! wB97M-V def2-TZVPD RIJCOSX def2/J DEFGRID3
* xyz 0 1
C 0.51511 -0.40391 -0.14773
C -1.78291 -1.30341 0.17843
O 1.27482 0.63701 -0.57308
H 3.21833 1.23217 -0.95702
H 3.16356 -0.26096 0.01421
H -1.23965 0.34694 -1.11661
H -1.00562 0.73147 1.90615
H 2.36820 -0.83798 -1.61535
H -2.39858 1.22194 0.91927
C -1.30942 1.07155 0.89771
H 0.17755 2.18496 0.37203
H -2.85580 -1.08649 0.15169
H 1.23034 -1.49081 -1.17012
O -0.75659 2.32829 0.57681
C -0.97360 -0.04382 -0.12624
H -1.56889 -2.09017 -0.55296
C 2.60015 0.35300 -0.69628
H -1.54278 -1.69466 1.17675
H 0.88579 -0.89513 0.76235
*
```

d.
ORCA calculation (ωB97M-V/def2-TZVPD) on a single C5H12O2 molecule.

Computed properties:
E_LUMO = 1.0 eV
E_HOMO = -9.3414 eV
SMILES = CO[C@@H](C)CCO
Frontier orbital gap = 10.34 eV

Geometry as ORCA input:
```
! wB97M-V def2-TZVPD RIJCOSX def2/J DEFGRID3
* xyz 0 1
H 0.83752 -1.52467 -2.05098
H 0.22341 2.25095 0.74822
H 2.43361 -1.58803 -1.37285
C 1.29432 0.20038 -0.79697
O -0.31524 -0.26620 1.11753
C -1.64528 -0.57251 1.54813
H -0.83106 0.07975 -1.13606
H 1.95097 0.43681 0.04498
H 0.54870 -1.49325 0.68105
C -0.45591 1.90210 -0.03310
O 0.95848 -2.02683 -0.05360
H -1.64563 -1.28293 2.39718
H -1.48660 1.98190 0.31919
H -2.15327 0.33954 1.88713
C 1.41091 -1.27131 -1.13768
H -2.21922 -1.02719 0.73284
H 1.59463 0.85019 -1.63396
H -0.35813 2.54275 -0.91495
C -0.14219 0.46854 -0.34610
*
```

The structure with the greatest stability is b.

a.
ORCA calculation (ωB97M-V/def2-TZVPD) on a single C5H12O2 molecule.

Computed properties:
E_LUMO = 0.9 eV
E_HOMO = -10.0343 eV
SMILES = CC[C@@H](O)CCO
Frontier orbital gap = 10.91 eV

Geometry as ORCA input:
```
! wB97M-V def2-TZVPD RIJCOSX def2/J DEFGRID3
* xyz 0 1
H 1.11056 0.79792 -0.76932
H 0.65455 -1.29695 0.98866
H -1.43925 -0.81186 -0.35541
C -0.39003 1.35423 0.67291
O 1.17357 -0.51255 0.75746
H -1.19865 -3.12881 -0.53127
H -0.31962 -2.17761 -2.40052
H -1.01326 1.92254 -0.03191
H -0.10352 2.98717 2.08133
O -0.25726 -2.92533 -0.44985
H -0.92016 0.01567 -1.81841
C 0.38877 0.29338 -0.10890
C 0.04111 -1.90395 -1.39872
C 0.49684 2.30736 1.46731
H -1.08013 0.83462 1.35295
H 1.16688 1.75089 2.12886
H 1.13277 -1.86314 -1.42331
H 1.11263 2.91987 0.79922
C -0.55579 -0.56344 -0.96108
*
```

b.
ORCA calculation (ωB97M-V/def2-TZVPD) on a single C5H12O2 molecule.

Computed properties:
E_LUMO = 0.7 eV
E_HOMO = -9.8018 eV
SMILES = CC[C@@H](O)CCO
Frontier orbital gap = 10.55 eV

Geometry as ORCA input:
```
! wB97M-V def2-TZVPD RIJCOSX def2/J DEFGRID3
* xyz 0 1
H -2.33304 -1.03722 0.00733
C 2.62341 -0.80524 0.34773
H 0.07458 -1.06207 0.56990
O 0.02806 0.84856 1.36132
H -0.92570 1.00387 1.45529
O -2.62181 0.94272 0.58600
H -0.74430 1.28860 -1.19463
H -0.61598 -0.40391 -1.69848
H 1.91889 1.20656 -0.03675
C 0.20037 -0.00906 0.24914
H 3.63713 -0.63524 -0.02959
C -2.26412 -0.01830 -0.40560
H 2.34626 -1.83874 0.10687
H 2.64202 -0.70866 1.43810
H 1.64806 0.07523 -1.36135
H -3.46074 0.68012 0.98253
C 1.63117 0.17504 -0.26846
C -0.83539 0.25177 -0.84634
H -2.94887 0.04594 -1.26300
*
```

The structure with the greatest stability is b.